1.
Formula: C19H26N4O3
Source: the OMol25 dataset
Level of theory: the ωB97M-V functional and the def2-TZVPD basis

Properties
Energy above the lowest of the compared OMol25 structures with the same formula, charge and spin ... 13.5 kJ/mol
Kohn-Sham gap ... 9.082 eV
SMILES ... CCCCn1c(N)c(N(CC)C(=O)CCc2ccccc2)c(=O)[nH]c1=O
Highest occupied orbital energy ... -8.572 eV
Spin multiplicity ... 1

Geometry (Å):
C  -0.5875  1.9421  -3.1417
C  0.9253  1.8491  -3.2860
C  1.6132  1.3016  -2.0345
C  1.5651  2.2494  -0.8233
N  0.4993  1.9351  0.1178
C  0.5671  0.8152  0.9073
N  1.6943  0.0571  0.8607
C  -0.4587  0.4918  1.7674
N  -0.3911  -0.6913  2.5504
C  -0.2004  -0.5016  3.9823
C  1.2153  -0.0399  4.3068
C  -0.6591  -1.9392  2.0743
O  -0.5775  -2.9238  2.7810
C  -1.0076  -2.0456  0.5991
C  0.0478  -2.8955  -0.1341
C  0.2464  -2.4782  -1.5640
C  1.5273  -2.3519  -2.0887
C  1.7224  -1.9802  -3.4080
C  0.6346  -1.7177  -4.2219
C  -0.6465  -1.8359  -3.7095
C  -0.8386  -2.2159  -2.3932
C  -1.5934  1.3603  1.9274
O  -2.5492  1.1891  2.6532
N  -1.5097  2.5106  1.1347
C  -0.5371  2.8523  0.2436
O  -0.5723  3.8787  -0.3961
H  -1.0358  2.2271  -4.0901
H  -0.8625  2.6893  -2.4039
H  -1.0001  0.9791  -2.8449
H  1.3319  2.8334  -3.5247
H  1.1625  1.1784  -4.1148
H  1.1418  0.3477  -1.7878
H  2.6595  1.1052  -2.2798
H  2.5147  2.2386  -0.2801
H  1.3747  3.2713  -1.1584
H  2.2667  0.0498  0.0362
H  1.6546  -0.7945  1.3975
H  -0.4034  -1.4640  4.4550
H  -0.9322  0.2308  4.3322
H  1.9417  -0.7927  4.0083
H  1.4449  0.8935  3.7962
H  1.3083  0.1203  5.3771
H  -1.0902  -1.0595  0.1435
H  -1.9829  -2.5301  0.5407
H  1.0040  -2.8344  0.3925
H  -0.2546  -3.9446  -0.1007
H  2.3831  -2.5588  -1.4596
H  2.7258  -1.8935  -3.7989
H  0.7829  -1.4276  -5.2513
H  -1.5003  -1.6355  -4.3397
H  -1.8419  -2.3156  -2.0070
H  -2.2756  3.1693  1.2235

Formally, the Löwdin partial charges of the atoms, in units of the elementary charge, are as follows: -0.09 -0.24 -0.19 -0.12 0.07 -0.22 0.22 -0.13 -0.02 -0.18 -0.07 -0.45 0.07 -0.08 -0.13 -0.24 -0.06 -0.09 -0.10 -0.08 -0.04 -0.41 0.08 0.22 -0.47 0.07 0.08 0.05 0.06 0.11 0.09 0.09 0.11 0.13 0.13 0.09 0.10 0.12 0.12 0.07 0.07 0.07 0.11 0.13 0.11 0.13 0.11 0.11 0.10 0.11 0.12 0.17

=====

2.
Formula: C5H6O2
Source: the OMol25 dataset
Level of theory: the ωB97M-V functional and the def2-TZVPD basis

Properties
Energy above the lowest of the compared OMol25 structures with the same formula, charge and spin ... 399.0 kJ/mol
Kohn-Sham gap ... 9.224 eV
Highest occupied orbital energy ... -8.918 eV
Spin multiplicity ... 1

Geometry (Å):
O  0.7744  2.0993  0.1990
C  0.3622  0.9604  0.2315
C  1.3157  -0.2000  -0.0785
O  1.0082  -0.8250  -1.3423
C  0.1425  -0.1876  -2.0790
C  -1.4030  -0.4615  1.2778
C  -1.0316  0.6558  0.6559
H  1.2741  -0.9950  0.6706
H  2.3321  0.1906  -0.1418
H  0.0938  -0.8262  -2.9928
H  -0.7148  -1.2798  1.4741
H  -2.4197  -0.6000  1.6341
H  -1.7338  1.4689  0.4915

Formally, the Löwdin partial charges of the atoms, in units of the elementary charge, are as follows: 0.10 -0.43 -0.11 -0.12 0.10 0.04 -0.10 0.12 0.13 0.03 0.06 0.06 0.11

=====

3.
Formula: C25H21AsCl3IrN2O2PS4
Source: the OMol25 dataset
Level of theory: the ωB97M-V functional and the def2-TZVPD basis

Properties
Energy above the lowest of the compared OMol25 structures with the same formula, charge and spin ... 153.0 kJ/mol
Kohn-Sham gap (alpha / beta) ... 6.449 / 6.449 eV
Total charge ... -1
Highest occupied orbital energy (alpha / beta) ... -4.868 / -4.868 eV
Spin multiplicity ... 1

Geometry (Å):
Ir  0.1536  -0.5079  1.3079
Cl  7.3723  0.2795  2.5079
C  5.8028  -0.1865  1.9221
C  4.6688  0.2831  2.5563
C  3.4306  -0.0935  2.0787
Cl  2.0238  0.5242  2.8818
C  3.2312  -0.9552  0.9791
O  2.0705  -1.3325  0.5472
C  4.4377  -1.3897  0.3801
Cl  4.3316  -2.4507  -0.9920
C  5.6916  -1.0230  0.8269
H  4.7422  0.9307  3.4187
H  6.5697  -1.3943  0.3184
S  -1.4514  0.7199  2.5933
C  -1.2776  -0.0260  4.1546
C  -1.7277  0.7505  5.2652
N  -2.0582  1.3919  6.1625
C  -0.7591  -1.2629  4.3510
S  -0.0707  -2.2248  3.0960
C  -0.8183  -1.8606  5.6492
N  -0.8874  -2.3682  6.6799
S  0.5880  3.7322  -2.5296
P  -0.3920  2.4637  -1.3968
S  0.8596  1.4789  -0.1174
C  -1.3953  1.3189  -2.4085
C  -2.2595  0.4292  -1.7807
C  -3.0471  -0.4199  -2.5403
C  -2.9705  -0.3830  -3.9277
C  -2.1057  0.5017  -4.5547
C  -1.3153  1.3534  -3.7945
C  -1.7123  3.2985  -0.4549
C  -2.9021  3.6402  -1.0937
C  -3.9026  4.2844  -0.3854
C  -3.7160  4.5986  0.9556
C  -2.5182  4.2907  1.5806
C  -1.5124  3.6455  0.8736
H  -2.3178  0.4059  -0.7006
H  -3.7186  -1.1088  -2.0439
H  -3.5960  -1.0381  -4.5238
H  -2.0516  0.5358  -5.6360
H  -0.6386  2.0586  -4.2619
H  -3.0357  3.4062  -2.1431
H  -4.8312  4.5422  -0.8797
H  -4.5088  5.0793  1.5152
H  -2.3663  4.5400  2.6230
H  -0.5732  3.3977  1.3512
C  1.6397  -4.0855  -0.1312
As  0.5762  -2.7502  -1.0286
C  1.3646  -1.5662  -2.3218
C  -0.4702  -3.9170  -2.1716
O  -0.5575  -2.0426  -0.0185
H  2.3248  -4.5487  -0.8387
H  0.9314  -4.8223  0.2471
H  2.1905  -3.6449  0.6912
H  2.0747  -2.1185  -2.9357
H  1.8499  -0.7273  -1.8304
H  0.5349  -1.2091  -2.9292
H  0.1875  -4.4409  -2.8664
H  -1.1938  -3.3376  -2.7278
H  -0.9897  -4.6451  -1.5493

Formally, the Löwdin partial charges of the atoms, in units of the elementary charge, are as follows: 0.63 0.64 -0.68 -0.13 -0.53 0.74 -0.47 -0.40 -0.54 0.74 -0.14 0.11 0.10 0.56 -0.76 -0.29 0.15 -0.78 0.59 -0.29 0.15 0.16 0.04 0.24 -0.40 -0.10 -0.08 -0.10 -0.09 -0.12 -0.38 -0.09 -0.09 -0.09 -0.09 -0.14 0.10 0.10 0.10 0.10 0.06 0.11 0.10 0.10 0.11 0.07 -0.21 1.02 -0.20 -0.20 -0.64 0.02 0.05 0.02 0.03 0.00 0.04 0.04 0.02 0.04

=====

4.
Formula: C22H26N2O2S4Tc
Source: the OMol25 dataset
Level of theory: the ωB97M-V functional and the def2-TZVPD basis

Properties
Energy above the lowest of the compared OMol25 structures with the same formula, charge and spin ... 477.4 kJ/mol
Kohn-Sham gap (alpha / beta) ... 4.323 / 4.413 eV
Total charge ... +2
Expectation value of S² ... 0.776
Highest occupied orbital energy (alpha / beta) ... -13.464 / -13.224 eV
Spin multiplicity ... 2

Geometry (Å):
Tc  0.1464  0.5725  -0.1429
C  -1.8950  -0.4968  -2.8561
C  -2.4984  0.7195  -2.1622
S  -1.4161  1.9796  -1.3668
C  -0.3200  2.7099  -2.6648
C  1.0500  2.0797  -2.8325
S  1.9169  1.8157  -1.2228
C  2.9388  0.3363  -1.6451
C  3.2929  -0.4830  -0.4176
S  1.9122  -0.8196  0.7602
C  1.3226  -2.5366  0.4966
C  0.3974  -2.9394  -0.6560
S  -1.6457  -1.1032  0.2523
H  -1.5322  -0.1744  -3.8368
H  -2.7012  -1.2128  -3.0266
H  -3.1477  0.4239  -1.3372
H  -3.1062  1.2588  -2.8896
H  -0.2278  3.7502  -2.3515
H  -0.8588  2.6853  -3.6126
H  1.6803  2.7367  -3.4339
H  0.9782  1.1060  -3.3153
H  3.8519  0.6922  -2.1252
H  2.3510  -0.2561  -2.3463
H  4.0233  0.0448  0.1982
H  3.7123  -1.4447  -0.7137
H  0.8716  -2.7600  1.4650
H  2.2242  -3.1452  0.4084
H  0.1605  -3.9878  -0.4499
H  0.9900  -2.9261  -1.5742
O  0.2644  -0.3935  -1.8333
C  -0.6877  -1.2800  -2.2336
C  -0.2613  -2.1750  -3.3955
C  -0.8607  -3.3459  -3.5920
C  -1.8503  -3.8356  -2.6468
C  -1.9396  -3.3040  -1.4277
C  -0.9548  -2.2414  -1.0223
C  -1.3092  -1.8017  1.8849
N  -1.0787  -1.0625  2.8654
N  -0.9769  0.0935  3.2921
C  -0.3566  1.2201  2.8926
O  0.0060  1.4078  1.6973
C  -0.1158  2.1671  3.9681
C  0.8266  3.1924  3.8069
C  1.1135  4.0369  4.8581
C  0.4493  3.8956  6.0717
C  -0.4991  2.8925  6.2353
C  -0.7776  2.0274  5.2001
H  0.4494  -1.7578  -4.0892
H  -0.6340  -3.9505  -4.4543
H  -2.5112  -4.6262  -2.9600
H  -2.6516  -3.6491  -0.6939
H  -1.4192  -2.8677  2.0017
H  1.3355  3.2880  2.8602
H  1.8583  4.8089  4.7434
H  0.6604  4.5732  6.8841
H  -1.0235  2.8020  7.1726
H  -1.5273  1.2598  5.3129

Formally, the Löwdin partial charges of the atoms, in units of the elementary charge, are as follows: 0.90 -0.13 -0.41 0.91 -0.43 -0.44 0.94 -0.44 -0.42 0.92 -0.39 -0.16 1.06 0.13 0.14 0.06 0.10 0.09 0.11 0.10 0.07 0.11 0.07 0.09 0.10 0.06 0.10 0.14 0.12 -0.42 -0.57 -0.02 -0.04 -0.04 -0.07 -0.53 -0.35 0.02 0.14 -0.36 -0.17 -0.15 -0.01 -0.05 -0.03 -0.04 -0.01 0.13 0.12 0.13 0.12 0.11 0.11 0.12 0.12 0.12 0.12

=====

5.
Formula: C6H14O
Source: the OMol25 dataset
Level of theory: the ωB97M-V functional and the def2-TZVPD basis

Properties
Energy above the lowest of the compared OMol25 structures with the same formula, charge and spin ... 130.3 kJ/mol
Kohn-Sham gap ... 9.549 eV
SMILES ... C/C=C/O.CCC
Highest occupied orbital energy ... -8.554 eV
Spin multiplicity ... 1

Geometry (Å):
C  1.3721  -2.5641  2.4702
C  0.7725  -1.1790  2.4698
C  0.8694  -0.2807  1.4589
O  0.2372  0.9716  1.5121
H  0.6874  -3.3890  2.6935
H  1.9257  -2.8012  1.5367
H  2.1261  -2.5616  3.2702
H  0.3440  -0.8888  3.4475
H  1.3909  -0.5265  0.5254
H  0.2429  1.3959  0.6265
C  -0.1204  2.0824  -1.9750
C  -1.2492  1.1438  -2.3250
C  -1.4729  0.0349  -1.2548
H  -0.3591  2.7252  -1.1101
H  0.1512  2.7502  -2.8059
H  0.7723  1.4941  -1.7306
H  -1.0019  0.6816  -3.2976
H  -2.1668  1.7249  -2.4763
H  -2.3499  -0.5984  -1.5104
H  -0.5855  -0.6203  -1.2970
H  -1.5861  0.4050  -0.2283

Formally, the Löwdin partial charges of the atoms, in units of the elementary charge, are as follows: -0.13 -0.16 -0.20 -0.05 0.07 0.08 0.07 0.11 0.11 0.06 -0.15 -0.32 -0.12 0.08 0.07 0.07 0.10 0.10 0.07 0.07 0.06

=====

6.
Formula: C3H35NO14S2
Source: the OMol25 dataset
Level of theory: the ωB97M-V functional and the def2-TZVPD basis

Properties
Energy above the lowest of the compared OMol25 structures with the same formula, charge and spin ... 656.1 kJ/mol
Kohn-Sham gap ... 8.599 eV
Highest occupied orbital energy ... -8.985 eV
Spin multiplicity ... 1

Geometry (Å):
N  -2.3481  2.0649  -0.9020
C  -2.2453  0.5372  -0.4762
C  -1.2212  0.7603  0.8822
O  -0.0140  1.1716  0.3102
C  -3.5120  -0.0707  0.1067
S  -3.4805  -1.7892  -0.2780
S  -1.7169  -2.7168  0.3076
H  -1.3441  2.3991  -1.1875
H  -3.0602  2.3701  -1.3802
H  -1.7866  0.1251  -1.5092
H  -1.5629  1.7162  1.4248
H  -1.0241  -0.2034  1.3266
H  0.6107  0.4002  0.5380
H  -4.3669  0.3681  -0.2627
H  -3.5669  0.1210  1.3345
H  -0.5821  -2.6467  -0.4890
H  1.9724  0.7422  3.0876
H  0.6552  -0.1156  3.1012
O  1.3806  0.1858  2.5160
H  1.9696  3.2550  3.4437
H  0.3760  3.0316  3.6329
O  1.2923  2.8248  4.0337
H  0.0963  -2.7523  4.1223
H  -0.6909  -1.4161  3.8467
O  -0.7838  -2.2473  4.3684
H  2.5788  -3.1803  3.1938
H  1.5731  -3.0005  2.1539
O  1.7087  -3.4199  3.0835
H  1.0891  -2.3568  -0.0543
H  1.4880  -1.4885  0.9932
O  1.7226  -2.3639  0.7169
H  -2.8481  3.4565  1.3591
H  -3.4612  4.5873  1.0799
O  -3.0253  4.2577  1.8538
H  0.0291  -3.3874  -2.8920
H  1.3644  -2.8289  -2.6796
O  0.4160  -2.8298  -2.3648
H  4.8829  -0.6814  0.5735
H  3.8771  -0.9117  -0.5365
O  4.7457  -0.6387  -0.3621
H  0.3564  3.7572  -1.7560
H  0.6965  4.1797  -3.1713
O  -0.0149  3.8312  -2.5250
H  0.4615  0.7255  -4.6855
H  0.0606  -0.8036  -4.7271
O  -0.2473  0.0175  -4.4727
H  1.3379  1.3732  -1.5818
H  0.8365  0.2317  -2.6552
O  1.6050  0.8023  -2.3400
H  3.1115  4.0032  -0.1935
H  3.6384  3.1549  -1.3237
O  2.9372  3.7532  -1.0782
H  3.5154  0.0544  -3.3417
H  4.6723  -0.5104  -2.5656
O  3.8410  -0.7806  -3.1715

Formally, the Löwdin partial charges of the atoms, in units of the elementary charge, are as follows: 0.04 -0.35 -0.22 -0.15 -0.58 0.49 0.37 0.09 -0.02 0.16 0.13 0.05 0.08 0.04 0.15 -0.20 0.07 0.05 -0.06 0.06 0.09 -0.11 0.06 0.00 -0.12 -0.01 0.02 -0.07 0.04 0.00 -0.04 -0.02 0.02 -0.06 -0.05 0.10 -0.01 0.03 -0.02 -0.02 -0.10 0.11 -0.02 0.10 -0.02 -0.05 0.02 0.04 -0.10 0.02 0.04 -0.02 -0.06 0.10 -0.09

=====

| no. | calculated total energy (Ha) | F_max (eV/Å) |
| --- | --- | --- |
| 1 | -1184.446184 | 0.72 |
| 2 | -344.449952 | 0.46 |
| 3 | -6880.200827 | 1.86 |
| 4 | -2786.794873 | 2.72 |
| 5 | -312.205411 | 1.30 |
| 6 | -2039.575806 | 9.12 |